The following is a DFT calculation (ωB97M-V/def2-TZVPD) of C17H31HfN3P2 as an isolated structure in a non-equilibrium geometry.

Computed properties:
Kohn-Sham gap	0.2068	hartree
net charge	+2
electronic energy	-42465.8409	eV

XYZ file:
```
54
Properties=species:S:1:pos:R:3:lowdin_charge:R:1
P -1.898 0.864 0.493 0.752
P 0.688 -1.142 1.973 0.758
C -0.228 0.563 -0.177 -0.398
C 0.526 -0.712 0.210 -0.440
H 0.396 1.464 -0.044 0.113
H -0.450 0.476 -1.241 0.023
H 0.192 -1.589 -0.365 0.097
H 1.575 -0.584 -0.040 0.030
C 2.021 -0.067 2.538 -0.199
H 2.337 -0.391 3.539 0.074
H 1.676 0.975 2.581 0.067
H 2.869 -0.143 1.838 0.072
C 1.413 -2.818 1.904 -0.207
H 2.294 -2.817 1.243 0.078
H 0.679 -3.550 1.532 0.058
H 1.708 -3.108 2.922 0.071
C -2.264 2.599 0.330 -0.190
H -3.171 2.816 0.910 0.067
H -2.440 2.839 -0.729 0.082
H -1.438 3.202 0.730 0.079
C -2.989 -0.020 -0.698 -0.205
H -2.890 -1.120 -0.644 0.052
H -2.753 0.317 -1.720 0.054
H -4.034 0.235 -0.457 0.077
Hf -1.821 -1.070 2.077 1.396
C 2.063 -1.019 -2.357 -0.118
C 2.739 -0.005 -1.779 -0.130
C 3.037 1.292 -2.467 -0.162
C 1.887 1.900 -3.328 -0.163
C 0.489 1.609 -2.896 -0.125
C -0.256 0.574 -3.341 -0.133
C 0.290 -0.535 -4.191 -0.163
C 1.708 -1.054 -3.806 -0.166
C -3.208 0.471 2.921 -0.301
H 1.833 -1.941 -1.808 0.104
H 3.266 -0.134 -0.823 0.106
H 3.912 1.157 -3.126 0.133
H 3.351 2.038 -1.720 0.113
H 2.015 2.996 -3.301 0.126
H 2.036 1.585 -4.367 0.115
H 0.065 2.363 -2.221 0.106
H -1.344 0.553 -3.200 0.091
H 0.324 -0.206 -5.247 0.133
H -0.410 -1.387 -4.174 0.112
H 1.767 -2.106 -4.128 0.125
H 2.447 -0.494 -4.389 0.113
H -3.738 -0.100 3.712 0.019
H -3.992 0.958 2.315 0.010
H -2.661 1.271 3.462 0.039
N -1.411 -1.416 4.078 -0.102
C -1.461 -1.424 5.272 -0.259
N -1.336 -1.409 6.516 0.153
C -2.305 -1.386 7.417 -0.311
N -3.107 -1.369 8.272 0.174
```

The following is a DFT calculation (ωB97M-V/def2-TZVPD) of C17H31N4OPb as an isolated structure in a non-equilibrium geometry.

Computed properties:
Kohn-Sham gap	0.3001	hartree
net charge	+1
electronic energy	-31378.4139	eV
ΔE to the lowest compared entry with this formula, charge and spin	0.00	kcal/mol

XYZ file:
```
54
Properties=species:S:1:pos:R:3:lowdin_charge:R:1
Pb -13.339 12.350 -17.401 1.471
C -15.205 14.340 -19.752 -0.274
O -14.268 13.681 -18.978 -0.623
H -15.118 14.273 -20.844 0.078
H -16.222 14.038 -19.476 0.063
H -15.168 15.435 -19.631 0.054
C -15.824 17.254 -14.874 -0.092
C -15.334 17.643 -16.273 -0.244
C -14.003 17.041 -16.696 -0.145
C -13.780 15.691 -16.186 -0.198
N -13.523 14.636 -15.816 0.091
H -15.956 16.168 -14.832 0.055
H -16.807 17.666 -14.657 0.082
H -15.115 17.450 -14.070 0.084
H -15.364 18.729 -16.410 0.117
H -16.116 17.487 -17.025 0.103
H -13.147 17.567 -16.263 0.139
H -13.921 16.999 -17.783 0.117
C -18.364 14.599 -16.487 -0.119
C -19.143 13.359 -16.977 -0.210
C -18.214 12.294 -17.543 -0.161
C -16.935 12.155 -16.858 -0.201
N -15.941 12.122 -16.285 0.098
H -19.131 15.374 -16.396 0.081
H -17.706 15.136 -17.179 0.066
H -17.835 14.405 -15.557 0.069
H -19.884 13.740 -17.675 0.117
H -19.674 13.087 -16.066 0.119
H -17.925 12.316 -18.599 0.127
H -18.629 11.278 -17.542 0.132
C -17.762 17.495 -21.387 -0.101
C -16.978 17.209 -22.663 -0.263
C -17.804 17.368 -23.951 -0.175
C -19.011 16.533 -23.967 -0.243
N -19.992 15.939 -23.954 0.144
H -17.282 17.035 -20.518 0.050
H -18.775 17.111 -21.496 0.066
H -17.744 18.539 -21.071 0.077
H -16.378 16.300 -22.590 0.097
H -16.158 17.933 -22.741 0.091
H -17.150 17.070 -24.769 0.118
H -18.159 18.391 -24.072 0.126
C -10.285 17.720 -20.462 -0.094
C -10.901 16.369 -20.850 -0.227
C -12.433 16.471 -21.189 -0.183
C -12.902 17.761 -21.707 -0.256
N -13.311 18.735 -22.164 0.155
H -9.224 17.608 -20.256 0.076
H -10.740 17.935 -19.489 0.073
H -10.560 18.451 -21.214 0.072
H -10.758 15.502 -20.212 0.099
H -10.525 16.145 -21.852 0.105
H -13.110 16.288 -20.349 0.081
H -12.808 15.811 -21.976 0.118
```

The following is a DFT calculation (ωB97M-V/def2-TZVPD) of a 2-piece molecular cluster, C17H31N7O2S overall in a non-equilibrium geometry.

Computed properties:
Kohn-Sham gap	0.0740	hartree
electronic energy	-43485.3445	eV

XYZ file:
```
58
Properties=species:S:1:pos:R:3:lowdin_charge:R:1
N 7.454 -1.969 1.008 0.133
C 6.172 -2.040 0.552 -0.368
N 5.372 -3.129 0.750 0.177
C 4.204 -2.797 0.138 -0.052
N 4.261 -1.570 -0.398 -0.048
C 3.294 -0.777 -1.180 -0.078
C 2.076 -0.267 -0.365 -0.175
C 2.402 0.273 1.067 -0.228
C 2.277 -0.796 2.224 -0.452
S 0.586 -1.470 2.325 1.002
C 0.519 -3.028 1.473 -0.576
N 0.974 -3.366 0.289 -0.025
N 0.719 -4.632 -0.063 0.044
C 0.056 -5.125 0.979 -0.149
O -0.086 -4.189 1.922 0.021
N 5.482 -1.100 -0.141 0.185
H 8.171 -2.444 0.478 0.109
H 7.711 -1.507 1.868 0.109
H 3.338 -3.469 0.082 0.132
H 3.852 0.100 -1.576 0.135
H 2.916 -1.400 -2.017 0.145
H 1.659 0.600 -0.935 0.128
H 1.256 -1.005 -0.298 0.063
H 1.610 1.027 1.290 0.116
H 3.363 0.838 1.128 0.109
H 3.069 -1.571 2.219 0.063
H 2.429 -0.222 3.169 0.081
H -0.362 -6.133 1.083 0.142
H 5.815 -0.192 -0.455 0.197
C -2.499 0.927 1.548 -0.047
C -2.577 0.743 0.019 -0.523
C -4.019 0.379 -0.376 -0.161
C -5.028 1.519 -0.261 -0.188
C -4.397 2.903 -0.445 -0.155
C -3.069 2.909 -1.226 -0.544
N -2.135 2.021 -0.550 -0.224
O -0.881 1.967 -1.159 -0.332
C -2.527 4.343 -1.146 -0.063
C -3.333 2.580 -2.706 -0.042
C -1.717 -0.461 -0.343 -0.076
H -1.475 1.151 1.859 0.064
H -2.816 0.019 2.080 0.069
H -3.133 1.746 1.891 0.069
H -4.027 0.017 -1.409 0.099
H -4.370 -0.469 0.224 0.108
H -5.816 1.367 -1.005 0.100
H -5.528 1.480 0.711 0.099
H -5.125 3.567 -0.922 0.108
H -4.223 3.333 0.547 0.103
H -2.277 4.606 -0.115 0.077
H -3.274 5.061 -1.501 0.071
H -1.632 4.473 -1.756 0.068
H -4.036 3.301 -3.139 0.072
H -3.762 1.586 -2.851 0.065
H -2.416 2.633 -3.296 0.068
H -2.078 -1.364 0.164 0.074
H -0.682 -0.319 -0.037 0.017
H -1.737 -0.662 -1.417 0.084
```

The following is a DFT calculation (ωB97M-V/def2-TZVPD) of C17H32AsN2OOsS2Si2 as an isolated structure.

Computed properties:
Kohn-Sham gap (spin up / spin down)	0.2542 / 0.2542	hartree
net charge	+3
electronic energy	-123883.8148	eV
ΔE to the lowest compared entry with this formula, charge and spin	1.82	kcal/mol

XYZ file:
```
58
Properties=species:S:1:pos:R:3:lowdin_charge:R:1
Os 0.783 -0.120 0.660 1.027
C 0.048 -1.467 3.958 -0.054
C 0.135 -0.005 3.711 -0.585
N 0.355 0.595 2.533 -0.130
C 0.382 1.984 2.663 -0.312
C 0.167 2.427 3.919 -0.253
S -0.070 1.097 4.967 1.243
C 0.640 2.706 1.433 -0.322
C 0.717 4.030 1.178 -0.263
S 1.015 4.293 -0.479 1.216
C 1.006 2.623 -0.781 -0.611
N 0.816 1.906 0.315 -0.119
C 1.192 2.091 -2.164 -0.045
H 0.926 -1.984 3.578 0.085
H -0.847 -1.873 3.481 0.098
H -0.017 -1.667 5.025 0.100
H 0.153 3.442 4.281 0.111
H 0.620 4.854 1.868 0.111
H 1.005 2.872 -2.899 0.100
H 0.510 1.262 -2.352 0.067
H 2.211 1.739 -2.323 0.086
C 3.788 -0.974 -2.396 0.037
C 3.429 -0.480 -1.051 -0.399
C 4.458 0.021 -0.104 0.038
O 2.231 -0.514 -0.704 -0.182
H 4.623 -0.411 -2.813 0.118
H 2.933 -0.990 -3.068 0.100
H 4.148 -2.004 -2.272 0.135
H 5.459 0.007 -0.523 0.110
H 4.436 -0.595 0.800 0.116
H 4.199 1.044 0.187 0.110
C -4.506 0.245 -0.311 -0.205
Si -3.031 1.103 -1.025 0.394
C -2.866 1.021 -2.866 -0.190
C -2.593 2.717 -0.230 -0.189
As -1.281 -0.500 -0.207 0.956
Si -0.737 -2.807 -0.452 0.311
C -2.081 -3.975 0.035 -0.183
C -0.115 -2.996 -2.185 -0.187
C 0.624 -2.791 0.870 -0.239
H -5.393 0.812 -0.615 0.065
H -4.498 0.221 0.779 0.046
H -4.632 -0.767 -0.699 0.045
H -3.638 1.670 -3.292 0.065
H -3.048 0.017 -3.255 0.048
H -1.906 1.384 -3.233 0.029
H -3.401 3.424 -0.447 0.067
H -1.679 3.149 -0.633 0.008
H -2.523 2.636 0.856 0.044
H -2.878 -3.986 -0.710 0.053
H -2.513 -3.751 1.010 0.045
H -1.664 -4.987 0.075 0.064
H -0.923 -2.880 -2.910 0.053
H 0.285 -4.006 -2.316 0.064
H 0.671 -2.278 -2.416 0.015
H 0.196 -3.162 1.796 0.035
H 1.280 -1.924 1.196 -0.023
H 1.398 -3.499 0.555 0.076
```